[1]
Density functional theory data (ωB97M-V/def2-TZVPD) for a molecular structure, C17H39AuOP3Se.

Positions of all 62 atoms, in Å:
Au  -0.4698  -0.0328  0.4368
P  -2.7287  -0.1344  0.6973
P  0.2302  -2.3735  0.9516
P  0.0449  2.3799  0.8712
H  2.7193  -0.9396  -0.2223
C  2.7019  0.0344  0.2880
C  2.6443  0.1053  1.6224
H  2.6379  -0.8115  2.2299
C  -3.6174  -0.2188  -0.8925
C  -3.3541  -1.5567  1.5850
C  -3.4693  1.2532  1.5502
C  1.9214  -3.0765  1.0341
C  -0.4155  -3.0332  2.5422
C  -0.5808  -3.3982  -0.3363
C  1.6855  3.1869  0.8944
C  -0.6318  3.0185  2.4532
C  -0.8563  3.3130  -0.4224
H  2.7873  0.9342  -0.3320
H  2.6299  1.0646  2.1497
H  -4.6860  -0.3118  -0.6268
H  -3.2575  -1.0891  -1.4636
H  -3.4073  0.6940  -1.4728
H  -4.4438  -1.5095  1.4649
H  -3.0654  -1.4582  2.6365
H  -2.9609  -2.4975  1.1880
H  -4.5528  1.0986  1.4731
H  -3.1817  2.2096  1.1043
H  -3.1429  1.2249  2.5955
H  1.8751  -4.1095  0.6526
H  2.2535  -3.1083  2.0851
H  2.6360  -2.5055  0.4338
H  -0.7460  -4.0808  2.4406
H  -1.2376  -2.4234  2.9357
H  0.4077  -3.0071  3.2745
H  -0.2818  -4.4536  -0.2359
H  -0.2484  -3.0184  -1.3152
H  -1.6769  -3.3171  -0.2499
H  1.5531  4.2223  0.5426
H  2.3902  2.6701  0.2344
H  2.0694  3.2165  1.9273
H  -0.7271  4.1155  2.4342
H  0.0704  2.7481  3.2587
H  -1.6105  2.5854  2.6841
H  -0.6040  4.3824  -0.3645
H  -1.9435  3.1852  -0.3022
H  -0.5403  2.9212  -1.4023
C  1.3438  0.1411  -3.6010
C  2.7040  -0.1096  -3.2923
C  3.6507  -0.1122  -4.3410
C  3.2749  0.1532  -5.6802
C  1.9177  0.4072  -5.9480
C  0.9660  0.4291  -4.9345
Se  -0.1582  0.1196  -2.3781
H  0.7924  0.1063  -1.0995
H  3.0568  -0.3065  -2.2571
H  4.7131  -0.3239  -4.1296
H  4.0087  0.1568  -6.5005
H  1.5761  0.5998  -6.9741
H  -0.0920  0.6541  -5.1218
O  -1.0838  -0.0261  4.0889
H  -0.7178  -0.7685  4.5999
H  -0.7725  0.7807  4.5355

Forces on the atoms, in the same order (eV/Å):
1.85 0.09 1.89
-1.48 -0.16 -0.45
-0.81 -1.39 0.16
-0.94 1.20 0.19
0.18 0.77 0.18
0.03 -0.02 -0.01
-0.02 -0.20 0.02
0.00 0.58 -0.23
0.59 0.11 0.03
0.21 -0.13 0.27
0.12 0.14 0.21
0.31 0.15 -0.14
-0.09 0.32 0.34
0.12 0.12 -0.02
0.25 -0.17 -0.13
-0.03 -0.34 0.25
0.13 -0.07 -0.06
0.04 -0.46 0.22
0.14 -0.47 -0.17
0.41 0.06 -0.43
-0.36 0.22 0.15
-0.35 -0.29 0.14
0.16 -0.22 0.22
-0.28 -0.07 -0.11
-0.26 0.18 0.07
0.14 0.23 0.17
-0.25 -0.19 0.06
-0.28 0.00 -0.12
0.00 0.37 0.15
-0.07 0.08 -0.51
-0.07 -0.55 0.27
0.15 0.40 -0.10
0.25 -0.30 -0.15
-0.35 0.01 -0.23
-0.16 0.36 -0.02
-0.25 -0.26 0.19
0.47 -0.04 -0.18
0.04 -0.35 0.14
-0.06 0.42 0.26
-0.08 -0.07 -0.48
0.13 -0.33 -0.16
-0.26 0.10 -0.26
0.34 0.18 -0.05
-0.16 -0.32 -0.01
0.42 0.05 -0.16
-0.23 0.28 0.23
-0.69 0.05 0.73
1.50 -0.19 -0.33
-0.19 -0.10 1.30
-0.44 -0.07 0.17
-1.11 0.30 -0.30
0.08 -0.08 -0.82
2.41 0.04 -0.78
-0.49 -0.05 -1.27
-0.42 0.13 -1.03
-0.73 0.14 0.03
-0.34 -0.03 0.54
0.29 -0.05 0.49
0.55 -0.11 -0.28
0.38 0.05 -0.06
-0.21 0.49 -0.01
-0.20 -0.53 0.01

As for the HOMO energy (alpha / beta): -16.9750 / -17.9800 eV. The frontier orbital gap (alpha / beta) comes out at 0.296 / 0.200 Ha. As for the spin multiplicity: 3. The total energy is -4306.5114 hartree. Its net charge is +3. The expectation value of S² is 2.026.

---

[2]
Density functional theory data (ωB97M-V/def2-TZVPD) for a molecular structure, C17H39Ba2NO10.

Positions of all 69 atoms, in Å:
Ba  1.7313  -4.9677  -9.0775
Ba  5.9363  -0.4537  -5.0072
O  -0.3110  -0.8693  -3.7029
C  -0.0556  -1.5643  -4.7725
O  1.1449  -1.7316  -4.9992
O  -0.8838  -2.0747  -5.5412
H  0.5561  -0.8710  -3.2909
O  3.7495  2.3731  1.1798
C  4.2944  1.6407  0.2297
O  3.7071  0.6138  -0.1430
O  5.2992  2.0419  -0.3743
H  3.0992  1.7001  1.3941
C  -6.0625  1.6554  -5.1137
C  -5.5220  1.6949  -6.5411
O  -5.5646  0.3291  -6.9784
H  -5.4813  1.0008  -4.4642
H  -7.0755  1.2637  -5.2063
H  -6.1602  2.6889  -4.7815
H  -4.5136  2.1033  -6.6070
H  -6.1174  2.2818  -7.2405
H  -4.8114  -0.1367  -6.6079
C  1.0373  5.1879  -5.3858
C  2.0511  4.4769  -6.2569
O  3.2127  4.1817  -5.4982
H  0.8093  4.4895  -4.5806
H  0.0691  5.4477  -5.8138
H  1.4355  6.0536  -4.8566
H  2.2743  5.0681  -7.1450
H  1.5544  3.5840  -6.6363
H  3.4450  4.9951  -5.0444
C  0.3013  -6.7641  -2.0316
C  1.3186  -7.3551  -3.0126
O  0.6872  -7.8169  -4.2342
H  0.8368  -6.3915  -1.1584
H  -0.3828  -7.5199  -1.6459
H  -0.3596  -6.0016  -2.4440
H  1.9963  -8.0683  -2.5433
H  1.9689  -6.5006  -3.1996
H  0.0963  -8.5330  -3.9900
C  2.6052  -0.4419  5.4922
C  1.1166  -0.2340  5.8565
C  1.1384  1.0896  6.7428
C  -0.1473  1.9249  6.8360
C  -0.8065  2.0770  5.5020
C  -0.9684  0.8022  4.6522
N  0.3095  0.0810  4.6493
O  0.2356  -0.9910  3.8380
C  -2.1796  0.0422  5.3356
C  -1.3310  1.2381  3.1772
C  0.5326  -1.4148  6.6265
H  2.7746  -1.2200  4.7479
H  3.1308  -0.6961  6.4126
H  3.0480  0.4889  5.1376
H  1.4222  0.8809  7.7743
H  1.9664  1.7511  6.4883
H  -0.0333  2.8867  7.3359
H  -0.7727  1.4902  7.6158
H  -0.1252  2.7324  4.9595
H  -1.7722  2.5819  5.4751
H  -2.1102  0.1094  6.4213
H  -3.1283  0.4578  4.9962
H  -2.0791  -1.0146  5.0883
H  -1.3520  0.4174  2.4602
H  -2.2861  1.7626  3.1490
H  -0.4828  1.8027  2.7900
H  1.2383  -1.8304  7.3457
H  0.3323  -2.2201  5.9198
H  -0.3745  -1.1493  7.1695
H  0.7883  -0.6562  3.1280

Forces on the atoms, in the same order (eV/Å):
-0.63 0.18 0.55
-0.57 0.59 0.93
-1.73 0.93 1.76
-0.15 -1.78 -2.61
4.35 -0.37 -0.54
-1.72 0.35 0.22
0.13 0.50 0.48
-0.08 0.08 0.91
0.91 0.07 -2.52
-0.85 -1.45 0.17
1.32 0.69 -0.27
-1.15 0.31 1.08
-0.59 1.03 -1.06
0.12 -1.13 0.63
0.25 0.12 -0.93
0.09 0.33 0.02
0.01 -0.13 0.26
0.20 -0.09 0.66
0.22 -0.05 0.11
-0.29 -0.12 0.22
0.03 0.02 0.10
-0.28 -0.43 1.10
-1.02 0.85 -0.38
0.11 -0.57 -0.38
-0.16 -0.08 0.15
0.29 0.04 -0.46
0.16 0.28 -0.36
0.36 0.16 -0.06
0.51 -0.45 0.23
0.12 0.06 0.14
-0.19 -0.96 0.40
-0.81 1.19 0.19
0.99 0.39 0.53
-0.05 0.24 -0.03
0.03 -0.28 0.02
0.47 0.19 -0.26
-0.41 -0.55 -0.07
0.09 -0.06 -0.98
-0.09 -0.09 0.07
-0.46 -0.09 -0.04
-0.20 2.14 0.83
0.04 0.33 0.49
-0.60 -0.96 1.09
0.52 0.53 -1.41
-1.11 0.41 0.93
0.20 2.28 1.71
0.32 -1.72 -1.67
1.26 -0.37 -0.67
0.97 -0.87 0.75
0.19 -0.32 -0.09
-0.09 -0.13 0.09
0.05 -0.17 -0.04
-0.14 -0.03 -0.19
-0.08 -0.72 0.10
-0.02 -0.05 -0.85
0.76 0.33 -0.50
-0.53 -0.70 -0.31
0.04 0.22 -0.38
-0.05 0.04 0.46
-0.07 0.15 -0.06
0.04 -0.13 0.01
-0.44 -0.07 -0.16
-0.49 -0.41 0.38
0.26 0.18 -0.01
-0.21 0.71 0.19
0.12 0.22 0.08
-0.24 -0.02 0.02
-0.02 -0.01 -0.14
0.00 -0.79 -0.67

As for the HOMO energy: -10.1067 eV. The frontier orbital gap comes out at 0.040 Ha. The total energy is -1528.3375 hartree. Its net charge is +2.

---

[3]
Density functional theory data (ωB97M-V/def2-TZVPD) for 3 unconnected molecules or ions with the total composition C17H39ClN7.

Positions of all 64 atoms, in Å:
C  0.8959  -1.9602  6.4597
C  1.3027  -1.4787  5.0528
C  0.4053  -0.4230  4.4173
N  2.3789  -1.9824  4.5714
N  2.6251  -1.6252  3.2325
C  2.5369  -2.5024  2.2589
N  2.7250  -2.2300  0.9329
C  2.5600  -3.4525  0.3895
Cl  2.7334  -3.7016  -1.2983
N  2.2809  -4.3901  1.2920
N  2.2423  -3.7935  2.5140
H  1.4317  -2.8786  6.7442
H  1.1781  -1.1284  7.1423
H  -0.2019  -2.0556  6.5055
H  -0.6697  -0.6907  4.4457
H  0.6344  -0.1710  3.3679
H  0.5400  0.5157  4.9994
H  2.8447  -0.6604  3.0006
H  2.1175  -5.3744  1.1147
H  2.0708  -4.2501  3.4023
C  0.8238  -1.0438  -2.5643
C  -0.0633  -1.2669  -3.7808
N  0.3263  -0.4741  -4.9304
C  -0.6759  -0.4581  -5.9878
C  -0.9954  -1.7806  -6.6896
C  1.7037  -0.6253  -5.3733
C  2.1828  -2.0295  -5.7557
H  0.8756  0.0151  -2.3026
H  0.4162  -1.5813  -1.7039
H  1.8385  -1.4104  -2.7254
H  -1.0819  -0.9883  -3.4952
H  -0.0883  -2.3435  -4.0108
H  -0.3876  0.2809  -6.7406
H  -1.6064  -0.0713  -5.5589
H  -0.2023  -2.0777  -7.3750
H  -1.9032  -1.6678  -7.2865
H  -1.1708  -2.5940  -5.9837
H  2.3588  -0.2500  -4.5807
H  1.8859  0.0511  -6.2123
H  1.8740  -2.7880  -5.0329
H  3.2749  -2.0451  -5.7946
H  1.8277  -2.3262  -6.7413
C  -3.6405  4.6284  0.5403
C  -2.5726  4.4909  1.6155
N  -2.6203  3.2199  2.3211
C  -1.8086  3.1983  3.5265
C  -0.2918  3.3430  3.3688
C  -2.5451  2.0262  1.4949
C  -1.3215  1.8571  0.5868
H  -4.6367  4.4530  0.9507
H  -3.6220  5.6382  0.1273
H  -3.4800  3.9365  -0.2888
H  -2.7356  5.2949  2.3389
H  -1.5867  4.6740  1.1634
H  -2.0210  2.2791  4.0834
H  -2.1567  4.0057  4.1785
H  0.1625  2.4297  2.9813
H  0.1620  3.5341  4.3453
H  -0.0177  4.1733  2.7176
H  -3.4383  1.9930  0.8648
H  -2.6360  1.1422  2.1344
H  -1.0717  2.7718  0.0478
H  -1.5249  1.0864  -0.1615
H  -0.4420  1.5324  1.1445

Forces on the atoms, in the same order (eV/Å):
0.46 1.07 -0.64
-0.88 -0.11 0.82
0.11 0.30 -0.11
-0.65 -0.76 -0.32
0.29 1.39 -0.26
0.17 0.58 0.36
-0.38 -2.15 0.62
0.50 1.86 -0.49
-0.19 -0.34 1.23
-0.11 -1.13 -1.16
0.07 0.50 -0.28
-0.31 0.44 -0.14
-0.21 -0.61 -0.15
0.52 -0.14 0.02
0.66 0.00 0.26
0.06 -0.27 0.48
-0.21 -0.54 -0.23
-0.01 -0.29 -0.04
-0.01 0.18 0.27
0.11 -0.02 -0.25
0.06 0.02 0.03
0.09 -0.06 0.06
-0.10 0.23 -0.18
-0.26 0.06 -0.01
-0.01 0.00 -0.16
0.27 0.00 0.24
0.15 -0.01 -0.13
0.02 -0.02 -0.08
-0.03 -0.01 -0.03
0.00 0.10 -0.02
-0.02 0.03 -0.22
-0.04 -0.07 0.09
0.16 -0.03 0.08
0.07 -0.03 0.13
0.00 -0.06 0.06
0.02 0.01 0.03
0.02 0.02 0.00
-0.09 -0.02 0.05
-0.22 -0.01 0.00
-0.05 0.02 -0.01
-0.03 0.02 0.00
-0.06 -0.09 0.07
-0.01 -0.07 -0.07
-0.07 0.06 -0.18
0.02 -0.19 0.32
-0.05 0.15 0.14
0.14 -0.11 0.18
-0.19 0.00 -0.28
0.05 -0.20 -0.05
0.06 -0.05 0.02
0.04 -0.03 0.02
-0.03 0.02 0.01
0.11 -0.15 0.14
0.01 0.08 -0.04
-0.06 -0.05 -0.14
-0.04 0.05 -0.12
0.02 0.06 -0.11
-0.03 0.03 -0.01
-0.02 -0.04 -0.02
0.03 0.11 0.01
0.04 0.14 0.16
-0.01 0.00 0.04
-0.01 0.03 0.01
0.06 0.11 -0.03

As for the HOMO energy: -9.8737 eV. The frontier orbital gap comes out at 0.255 Ha. The relative energy (zero: lowest compared OMol25 entry of this formula, charge and spin) is 0.000 eV. The total energy is -1514.3053 hartree. Its net charge is +1.

---

Number 1: maximum force 2.64 eV Å⁻¹. Number 2: maximum force 4.40 eV Å⁻¹. Number 3: maximum force 2.27 eV Å⁻¹.